# C33H41BrF3MnN9O5

A structure of composition C33H41BrF3MnN9O5 (ωB97M-V/def2-TZVPD, the Open Molecules 2025 dataset).

Calculated values
Total charge: +2
2S+1: 6
⟨S²⟩: 8.75
E_HOMO (spin up / spin down), hartree: -0.430 / -0.430
Kohn-Sham gap (spin up / spin down), eV: 6.35 / 6.23
Relative energy (zero: lowest compared OMol25 entry of this formula, charge and spin), kJ/mol: 179.78

The geometry in XYZ format:
```
93
Properties=species:S:1:pos:R:3:forces:R:3:mulliken_spin:R:1
Mn 15.0658 -6.9326 17.9953 1.267 -0.172 0.223 4.75
C 18.6318 -3.3656 18.6979 0.189 -0.643 0.937 0.00
N 17.6954 -3.6665 19.8137 0.362 0.258 -0.733 0.00
C 17.8996 -2.9636 21.0895 -0.650 -0.825 0.340 0.00
C 16.6571 -4.4450 19.5413 -0.886 -0.684 0.221 0.00
O 16.5931 -5.2345 18.5612 -0.375 0.800 0.912 0.01
C 15.4860 -4.3456 20.5721 -0.357 -1.374 -0.938 0.01
O 14.3229 -5.0234 20.0310 0.060 -0.377 0.418 0.04
C 13.4946 -5.8258 20.9241 -0.300 0.710 -1.792 0.00
C 13.8076 -7.3136 20.8551 0.822 -0.423 0.389 0.01
O 14.5079 -7.7889 19.9100 -0.770 0.901 0.684 0.01
N 13.3504 -8.0863 21.8540 0.041 0.415 -0.920 0.01
C 13.5365 -9.5201 21.6956 -1.030 -0.750 0.167 0.00
C 12.4595 -7.6259 22.9374 -0.283 0.430 0.184 0.00
H 18.2748 -2.5068 18.1151 0.083 -0.346 0.058 0.00
H 19.5985 -3.1355 19.1602 -0.183 -0.038 -0.394 0.00
H 18.7019 -4.2944 18.1297 0.163 0.464 -0.330 0.00
H 17.1071 -2.2316 21.2293 0.101 0.157 0.292 0.00
H 17.9562 -3.6654 21.9673 -0.208 0.583 -0.926 0.00
H 18.8474 -2.4664 21.0219 0.312 0.324 0.051 0.00
H 15.8023 -4.9039 21.4340 0.287 -0.001 0.774 0.00
H 15.2313 -3.3186 20.8400 0.084 -0.084 -0.096 0.00
H 13.4774 -5.4624 21.9416 0.122 0.264 0.126 0.00
H 12.4836 -5.6942 20.4613 0.514 -0.158 0.717 0.00
H 13.7267 -9.7579 20.6547 -0.050 -0.047 0.173 0.00
H 14.3012 -9.9249 22.3173 1.114 0.114 0.369 0.00
H 12.6627 -10.0695 22.0687 -0.191 0.399 -0.452 0.00
H 11.4299 -7.4182 22.5766 0.559 -0.366 0.066 0.00
H 12.4167 -8.4099 23.7177 0.104 0.555 -0.493 0.00
H 12.8159 -6.6787 23.3831 0.015 -0.666 -0.073 0.00
C 17.7463 -8.4376 19.4354 -1.994 0.832 1.126 0.01
O 16.9357 -8.4607 18.1955 0.698 0.407 1.113 0.02
C 17.7428 -8.6951 17.0933 -0.589 0.256 -0.780 0.01
C 18.6659 -9.6997 17.0968 0.237 0.446 -0.784 0.00
C 19.4144 -9.8600 15.9217 -0.467 -0.441 0.609 0.00
Br 20.4548 -11.4144 15.9608 0.667 -0.213 -0.419 0.00
C 19.2714 -9.0602 14.8154 0.153 0.174 0.074 0.00
C 18.2779 -8.0422 14.7937 -0.036 -1.072 1.464 0.01
C 17.4722 -7.9222 15.9370 0.846 -0.756 0.350 -0.03
O 16.3822 -7.1106 16.1005 -0.217 0.772 -0.905 0.00
C 18.2070 -7.2629 13.5894 1.235 1.412 -2.876 0.00
N 19.1229 -7.4236 12.6260 -1.285 0.798 0.437 0.00
C 18.8314 -6.4794 11.6237 -1.450 -0.347 0.614 0.00
C 19.3304 -6.3918 10.3120 0.252 -0.332 1.260 0.00
C 18.7787 -5.4193 9.5129 0.324 0.337 -1.112 0.00
C 17.7659 -4.5739 9.9649 -1.333 0.242 0.706 0.00
C 17.1009 -4.7382 11.2219 0.718 -0.039 -1.978 0.00
C 17.6675 -5.7100 12.0055 1.242 -1.493 1.438 0.00
N 17.3388 -6.2140 13.2949 -0.071 -0.287 -0.251 0.00
H 18.5115 -7.6202 19.4057 -0.672 -0.789 -0.146 0.00
H 18.1847 -9.4203 19.6293 -0.041 0.346 -0.103 0.00
H 16.9524 -8.2289 20.2624 1.576 -0.307 -1.391 0.00
H 18.8119 -10.3576 17.9425 0.005 0.063 -0.155 0.00
H 19.9355 -9.1862 13.9528 -0.527 0.079 0.323 0.00
H 16.1650 -6.5510 15.3146 0.246 -0.622 1.078 0.00
H 20.1229 -7.0753 10.0021 -0.284 0.287 -0.060 0.00
H 19.1040 -5.3244 8.4518 -0.157 0.035 1.043 0.00
H 17.4120 -3.8042 9.2754 -0.058 -0.293 0.250 0.00
H 16.1327 -4.2840 11.4152 0.392 0.274 0.160 0.00
H 16.4953 -5.9948 13.8199 0.444 0.207 -0.811 0.00
C 14.1443 -1.6275 13.4013 -0.031 0.259 -0.231 0.00
C 13.2313 -1.3930 14.6062 -1.394 1.982 -0.048 0.00
C 11.7289 -1.8038 14.3532 2.202 -1.921 -1.018 0.00
C 13.7512 -1.8681 15.9377 -1.808 -1.206 0.212 0.00
N 14.0414 -3.3224 15.9621 0.214 -1.889 -0.179 0.00
C 13.8802 -4.2395 16.9718 0.702 1.851 -0.755 0.00
N 14.4077 -5.3640 16.5782 -0.078 -0.041 -0.606 0.04
N 14.8645 -5.1875 15.2932 -1.047 1.782 0.494 0.02
N 14.6372 -3.9629 14.9020 -0.223 -1.499 2.687 0.00
H 14.6913 -2.5669 13.4949 -0.230 0.597 -0.509 0.00
H 14.8581 -0.8020 13.3229 0.000 -0.188 -0.104 0.00
H 13.5393 -1.6423 12.4816 0.284 0.021 0.282 0.00
H 13.1987 -0.2829 14.8075 0.006 -0.833 -0.368 0.00
H 11.7989 -2.8925 13.9993 -0.538 1.369 0.258 0.00
H 11.2847 -1.1907 13.5604 0.098 -0.232 0.320 0.00
H 11.1536 -1.8027 15.2538 -0.507 0.275 0.530 0.00
H 12.9327 -1.7251 16.6814 0.783 -0.041 -0.292 0.00
H 14.6324 -1.3827 16.2539 1.045 0.681 0.275 0.00
H 13.5614 -3.9998 18.0019 -0.026 -0.238 -0.933 0.00
F 10.5315 -10.8677 14.1798 1.095 -0.396 1.788 0.00
C 11.0897 -11.3590 15.3613 -2.795 -2.806 -2.542 0.00
F 11.7241 -12.5566 14.9880 -0.606 2.323 0.978 0.00
F 10.0013 -11.7507 16.1188 1.878 0.855 -0.484 0.00
C 11.9892 -10.3759 15.9905 2.706 1.728 1.780 0.00
C 12.3969 -9.1763 15.3079 -1.732 -1.139 -0.186 0.00
C 13.3310 -8.3474 15.8948 0.263 -0.039 0.273 0.04
N 13.8980 -8.5727 17.1044 -0.563 -0.484 -0.863 0.03
C 13.5932 -9.7216 17.7352 -0.492 -0.523 -0.727 0.02
C 12.6458 -10.6515 17.2582 -0.297 0.813 -2.001 0.00
H 11.8887 -8.8495 14.3512 0.885 -0.713 1.181 0.00
H 13.6895 -7.4900 15.3190 -0.235 -0.127 0.458 -0.01
H 14.2188 -9.9526 18.5887 -0.327 0.095 0.149 0.00
H 12.4776 -11.5975 17.7696 -0.002 0.288 -0.045 0.00
```
Positions in Å, forces in eV/Å.

=====

# C24H56N8O8

A cluster of 8 separate species, C24H56N8O8 in total (ωB97M-V/def2-TZVPD, the Open Molecules 2025 dataset).

Calculated values
SMILES string: CNC(C)=O.CNC(C)=O.CNC(C)=O.CNC(C)=O.CNC(C)=O.CNC(C)=O.CNC(C)=O.CNC(C)=O
E_HOMO, hartree: -0.337
Kohn-Sham gap, eV: 9.38
Relative energy (zero: lowest compared OMol25 entry of this formula, charge and spin), kJ/mol: 507.42

The geometry in XYZ format:
```
96
Properties=species:S:1:pos:R:3:forces:R:3:lowdin_charge:R:1
C 6.8826 0.9833 8.0796 1.179 -0.464 0.092 -0.01
C 5.8832 0.9572 6.9857 -0.699 -0.697 -0.648 -0.59
O 4.8040 0.3801 7.0169 0.258 0.318 0.547 0.04
N 6.2598 1.6709 5.9178 -0.083 1.442 -1.619 -0.01
C 5.4088 1.9931 4.7586 0.767 -1.266 0.334 -0.05
H 6.4690 1.6354 8.8489 0.294 -0.481 0.393 0.10
H 7.8549 1.3505 7.7512 -0.196 0.768 -0.170 0.07
H 7.2109 -0.0195 8.3530 -0.942 -0.122 0.753 0.09
H 7.2269 1.8728 5.7075 -0.108 -0.005 0.815 0.13
H 5.1879 3.0570 4.6725 0.036 -0.099 0.077 0.08
H 4.5061 1.3827 4.7848 0.045 0.201 0.082 0.08
H 6.0447 1.6345 3.9492 -0.563 0.414 -0.669 0.08
C 1.0122 0.9217 0.4698 1.810 0.941 0.618 -0.01
C 0.2197 -0.2096 -0.0058 -1.578 -2.679 0.834 -0.57
O 0.2336 -1.2937 0.6096 0.224 1.178 -0.415 -0.01
N -0.5900 -0.1031 -1.0740 -1.116 0.102 -2.158 0.01
C -0.6764 1.0901 -1.9142 0.462 1.074 1.363 -0.08
H 0.7444 1.9650 0.3031 -0.565 -0.302 -0.213 0.08
H 2.0117 0.8193 0.0471 0.173 0.006 -0.291 0.10
H 1.2116 0.7650 1.5299 -0.330 0.022 0.006 0.09
H -1.2708 -0.8194 -1.2824 0.527 -0.353 0.517 0.14
H -1.2675 1.2284 -2.8194 -0.108 -1.653 -0.115 0.08
H 0.3566 1.3262 -2.1698 -0.218 0.741 0.022 0.09
H -1.1875 1.8005 -1.2645 0.671 0.916 -0.098 0.08
C 3.9185 6.1464 -1.4617 -0.099 -1.050 -0.542 -0.01
C 5.2117 5.3738 -1.2535 1.819 0.236 2.222 -0.49
O 5.3499 4.4386 -0.4319 -0.834 1.350 -2.118 0.00
N 6.3595 5.9343 -1.8087 -1.886 -1.570 -0.630 -0.02
C 7.6228 5.2473 -1.7097 1.210 1.180 0.754 -0.10
H 3.1089 5.5473 -1.0449 0.099 0.279 0.355 0.08
H 3.6845 6.2008 -2.5249 0.178 0.284 -0.121 0.07
H 3.9562 7.1518 -1.0425 0.048 -0.156 0.072 0.08
H 6.3824 6.8035 -2.3226 -0.505 -0.315 0.006 0.13
H 8.2228 5.4097 -2.6051 -0.097 0.093 -0.052 0.08
H 7.6869 4.1865 -1.4675 -0.986 0.192 -0.044 0.09
H 8.0668 5.8067 -0.8862 1.044 -0.532 0.108 0.08
C -0.4284 -9.1190 -1.3276 0.268 -1.076 -1.642 -0.02
C -1.2754 -8.5513 -0.2294 -2.695 -1.938 0.648 -0.55
O -2.4133 -8.9763 0.1039 2.330 0.869 -0.834 0.00
N -0.6393 -7.5962 0.4313 1.337 1.865 1.171 0.00
C -1.2116 -6.8781 1.5840 -1.583 -0.265 -0.821 -0.05
H -0.1955 -8.4085 -2.1208 0.139 0.469 0.275 0.08
H -0.8497 -9.9393 -1.9088 -0.824 0.056 0.442 0.08
H 0.5078 -9.5789 -1.0111 0.118 0.491 0.538 0.08
H 0.1319 -7.1850 -0.0750 0.078 -0.016 0.437 0.14
H -2.1495 -6.4778 1.1991 -0.311 0.136 0.302 0.08
H -0.7044 -6.0129 2.0111 0.809 -0.471 -0.494 0.08
H -1.5039 -7.5738 2.3705 0.311 -0.065 -0.057 0.09
C -4.2796 -1.4887 3.4097 0.498 -0.400 1.015 -0.01
C -3.4977 -0.8801 4.5848 -3.013 0.722 0.252 -0.55
O -4.1927 -0.3878 5.5030 2.076 -0.739 -1.095 0.00
N -2.1685 -0.8854 4.4838 0.873 0.541 1.187 0.01
C -1.2818 -0.4354 5.5734 0.571 0.227 -1.119 -0.05
H -4.9345 -0.7252 2.9899 0.304 -0.113 -0.252 0.08
H -4.9183 -2.2316 3.8875 -0.155 -0.006 -0.106 0.08
H -3.6377 -2.0315 2.7158 -0.136 0.354 -0.384 0.06
H -1.7029 -1.3283 3.7046 -0.360 0.082 0.053 0.13
H -1.6081 0.4393 6.1360 -0.842 -0.583 0.115 0.08
H -0.4052 -0.0159 5.0796 0.339 -0.391 -0.040 0.07
H -0.9794 -1.2912 6.1769 -0.103 0.314 0.318 0.08
C -3.2737 6.1021 5.9041 -0.797 0.118 0.561 -0.02
C -2.0509 5.7288 5.1328 0.062 -0.118 -2.470 -0.53
O -2.1256 5.5745 3.8930 0.941 0.292 2.307 0.01
N -0.9127 5.6045 5.8898 -0.903 -0.126 -0.201 -0.02
C 0.4448 5.3484 5.4095 -1.160 -0.051 0.231 -0.06
H -3.4335 7.1706 6.0487 0.721 0.201 0.048 0.08
H -3.2299 5.6362 6.8885 -0.358 0.015 0.079 0.08
H -4.1924 5.8443 5.3770 0.291 -0.613 -0.029 0.09
H -1.0836 5.5534 6.8839 0.222 0.112 -0.227 0.12
H 1.0394 5.4389 6.3185 0.519 0.199 -0.520 0.08
H 0.6426 6.0706 4.6174 0.468 -0.020 0.234 0.09
H 0.5492 4.3417 5.0048 0.005 -0.030 -0.027 0.08
C -5.5984 -7.8596 -4.5553 0.849 1.121 0.584 0.00
C -5.6584 -6.3850 -4.0716 -1.362 -0.020 -3.679 -0.56
O -6.0532 -5.5680 -4.9368 0.660 -0.640 2.131 -0.01
N -5.2847 -6.1305 -2.8343 1.174 1.175 1.632 0.01
C -5.3362 -4.8163 -2.0956 -0.224 -1.817 -0.468 -0.02
H -5.0988 -8.5153 -3.8422 -0.331 -0.220 0.080 0.06
H -4.9373 -7.7767 -5.4179 -0.263 -0.306 -0.217 0.08
H -6.5926 -8.1949 -4.8506 0.205 0.003 0.095 0.08
H -4.8969 -6.8973 -2.3034 -0.203 0.059 -0.094 0.13
H -5.9972 -5.1183 -1.2833 -0.371 1.135 0.091 0.08
H -5.6648 -4.0241 -2.7684 -0.337 -0.272 0.246 0.08
H -4.3894 -4.5331 -1.6357 0.233 -0.254 -0.358 0.07
C -1.1465 2.9219 -12.5736 0.143 -0.368 -1.037 0.00
C -1.8374 2.1103 -11.5718 -3.747 -0.927 -0.260 -0.62
O -3.0432 1.8319 -11.6578 0.601 0.895 -0.105 0.02
N -1.1256 1.6189 -10.6018 3.475 -0.376 0.853 -0.02
C -1.4974 0.8703 -9.4452 -0.686 0.847 -0.042 -0.06
H -1.2700 2.2729 -13.4406 -0.016 0.554 -0.603 0.10
H -0.0717 3.0250 -12.4242 -0.175 0.464 0.199 0.08
H -1.7270 3.8388 -12.6764 0.453 0.053 -0.286 0.10
H -0.1461 1.5434 -10.8360 0.085 0.380 0.359 0.14
H -1.4235 -0.1933 -9.6718 -0.113 -0.052 0.683 0.09
H -2.4978 1.2032 -9.1687 -0.167 -0.573 -0.103 0.09
H -0.8498 1.2847 -8.6726 0.148 -0.898 0.338 0.09
```
Positions in Å, forces in eV/Å.

=====

# C37H33Co2NO6P

A structure of composition C37H33Co2NO6P (ωB97M-V/def2-TZVPD, the Open Molecules 2025 dataset).

Calculated values
Total charge: -1
E_HOMO, hartree: -0.120
Kohn-Sham gap, eV: 5.59
Relative energy (zero: lowest compared OMol25 entry of this formula, charge and spin), kJ/mol: 151.21

The geometry in XYZ format:
```
80
Properties=species:S:1:pos:R:3:forces:R:3:lowdin_charge:R:1
O 4.9805 4.7813 0.1732 0.571 0.585 -0.234 0.09
C 4.1748 4.1109 0.6195 -0.331 -0.236 0.009 -0.16
Co 2.9194 3.0026 1.2902 0.076 -0.213 0.240 0.02
C 3.5402 2.0108 2.6703 -0.259 1.161 -0.324 -0.14
O 3.9073 1.3758 3.5413 0.072 -0.414 0.358 0.12
C 1.6043 3.8613 2.1522 0.762 -1.074 -0.925 -0.15
O 0.7670 4.3717 2.7295 -0.050 0.660 0.578 0.10
C 1.7825 2.4035 -0.2940 1.009 -2.666 0.091 -0.20
C 2.7630 1.3745 0.0322 0.139 1.588 -2.591 -0.29
C 4.1230 1.4740 -0.5331 -5.341 0.852 1.879 -0.04
C 5.2279 0.9447 0.1133 2.932 -1.653 1.402 -0.25
C 6.5401 1.4302 -0.1537 -1.525 -0.216 0.026 -0.04
C 7.5993 1.0409 0.6189 0.382 -0.314 0.471 -0.11
C 7.4175 0.1256 1.6449 0.122 -0.013 0.086 -0.10
C 6.1615 -0.4111 1.8951 0.302 -0.079 0.104 -0.09
C 5.0812 -0.0185 1.1533 -0.108 0.548 -0.906 -0.04
Co 0.8487 0.6966 0.2864 2.531 -0.188 0.682 -0.08
C 1.5491 -0.4992 1.4251 -1.948 1.071 -1.038 -0.23
O 2.0285 -1.2425 2.1431 0.968 -1.049 0.910 0.08
C 0.5845 -0.2677 -1.2068 -0.404 1.861 1.658 -0.17
O 0.4149 -0.8755 -2.1563 -0.064 -1.074 -1.278 0.06
P -0.9594 1.6389 1.3337 3.592 -1.666 -1.979 1.08
C -0.8263 1.7260 3.1257 -0.805 0.260 -0.585 -0.35
C -1.9186 2.1548 3.8423 -0.363 0.155 0.600 -0.10
C -1.8387 2.2775 5.2167 -0.357 0.125 0.021 -0.09
C -0.6632 1.9679 5.8692 0.003 0.044 0.204 -0.09
C 0.4267 1.5254 5.1501 0.136 -0.053 0.034 -0.06
C 0.3414 1.3985 3.7774 0.500 -0.197 0.147 -0.09
C -1.2887 3.2312 0.5540 -0.842 -0.462 1.035 -0.35
C -1.5441 4.3508 1.3114 -0.121 0.378 0.253 -0.11
C -1.7570 5.5699 0.6986 0.060 0.181 0.096 -0.08
C -1.7343 5.6612 -0.6774 -0.083 0.304 0.022 -0.10
C -1.4872 4.5372 -1.4371 0.011 -0.282 -0.112 -0.08
C -1.2619 3.3204 -0.8189 -0.023 0.053 -0.737 -0.11
C -2.1871 0.4244 0.8498 -0.569 1.221 0.714 -0.35
C -3.2552 0.8048 0.0713 -0.492 0.042 -0.289 -0.09
C -4.2078 -0.1255 -0.2936 -0.049 -0.010 -0.223 -0.09
C -4.0865 -1.4331 0.1282 -0.331 -0.130 -0.170 -0.11
C -3.0170 -1.8091 0.9140 0.290 -0.014 0.166 -0.09
C -2.0630 -0.8765 1.2763 -0.063 -0.701 0.252 -0.09
H 1.7564 2.6388 -1.3537 -0.048 0.989 0.073 0.05
H 4.2729 2.1466 -1.3585 0.004 0.347 -0.279 0.11
H 6.6761 2.1789 -0.9134 -0.031 0.189 -0.272 0.10
H 8.5720 1.4762 0.4597 0.211 0.037 -0.088 0.09
H 8.2463 -0.1482 2.2752 0.226 -0.084 0.092 0.09
H 6.0172 -1.1090 2.7078 0.043 -0.076 0.057 0.10
H 4.0965 -0.3936 1.3969 0.086 0.039 -0.153 0.08
H -2.8290 2.3979 3.3187 -0.249 0.064 -0.014 0.11
H -2.6904 2.6251 5.7759 -0.206 0.063 0.140 0.10
H -0.5970 2.0751 6.9393 0.004 0.021 0.212 0.10
H 1.3505 1.2920 5.6535 0.168 -0.084 0.052 0.11
H 1.1957 1.0497 3.2229 -0.007 0.060 -0.183 0.05
H -1.4902 4.2842 2.3853 -0.266 0.072 0.068 0.08
H -1.9044 6.4527 1.2967 -0.091 0.188 0.138 0.10
H -1.8995 6.6129 -1.1553 -0.007 0.185 -0.105 0.09
H -1.4528 4.6117 -2.5111 0.006 -0.040 -0.210 0.10
H -1.0471 2.4409 -1.4040 0.128 -0.143 -0.075 0.10
H -3.3361 1.8280 -0.2547 -0.134 0.172 -0.044 0.09
H -5.0378 0.1683 -0.9128 -0.205 0.069 -0.135 0.10
H -4.8281 -2.1598 -0.1584 -0.146 -0.163 -0.056 0.09
H -2.9215 -2.8314 1.2379 0.044 -0.213 0.093 0.10
H -1.2172 -1.1605 1.8812 0.141 -0.077 0.086 0.10
O 2.6619 -2.1614 -5.7487 0.236 0.816 -0.646 -0.07
C 2.5385 -3.5532 -5.5584 0.090 -0.478 -0.261 -0.26
C 2.0845 -3.9021 -4.1379 -0.511 0.615 0.297 -0.31
C 2.1319 -5.4247 -3.8566 -0.012 0.153 -0.226 -0.15
C 0.8495 -5.7442 -3.0680 0.087 -0.102 0.105 -0.18
C -0.1293 -4.6182 -3.4281 0.158 0.462 -0.262 -0.21
N 0.6741 -3.4746 -3.9112 0.386 0.169 0.556 -0.01
H 2.9005 -1.9547 -6.6836 -0.342 -0.480 1.209 0.10
H 1.8094 -3.9502 -6.2733 -0.139 -0.200 0.124 0.12
H 3.5033 -4.0278 -5.7723 0.088 -0.192 0.140 0.11
H 2.7302 -3.3719 -3.4205 -0.005 -0.062 -0.257 0.15
H 2.1483 -5.9688 -4.8076 -0.082 0.003 0.030 0.10
H 3.0419 -5.7152 -3.3160 -0.222 0.132 -0.111 0.11
H 0.4506 -6.7337 -3.3274 0.073 0.197 0.068 0.10
H 1.0477 -5.7549 -1.9896 0.023 0.106 -0.174 0.10
H -0.7959 -4.9289 -4.2392 -0.039 -0.160 0.065 0.09
H -0.7642 -4.3282 -2.5830 0.133 -0.011 -0.122 0.11
H 0.6154 -2.6390 -3.3019 0.076 -0.964 -0.584 0.07
```
Positions in Å, forces in eV/Å.

=====

Table of molar mass (g mol⁻¹), in record order: 835.585; 584.760; 736.512
Table of max |F| (eV Å⁻¹), in record order: 4.706; 3.923; 5.726
Table of calculated total energy (Eh), in record order: -6175.23866; -1988.01607; -5042.70815